1.
Here is a molecular structure, C47H34As2N8O7S4W from the Open Molecules 2025 dataset. Energies are from the ωB97M-V functional and the def2-TZVPD basis.

* total charge: 0
* molecular weight: 1284.8 g mol⁻¹
* spin multiplicity: 1
* maximum force: 1.34 eV/Å
* E_tot: -242382.009 eV

```
103
Properties=species:S:1:pos:R:3:forces:R:3
W -1.3019 -0.1922 -0.3882 -0.232 0.964 -0.905
As 1.8373 -1.1065 -0.6741 0.615 -0.005 -0.478
As 0.7067 1.5613 0.7581 -0.465 -0.771 0.091
S -3.5840 0.0000 -1.1860 -0.070 0.029 0.350
S -1.0853 1.6956 -1.8525 -0.170 0.114 0.066
S -3.7859 -4.2920 2.3016 0.015 0.069 0.007
S -3.9253 1.9977 2.7143 -0.021 0.071 0.016
O 0.0456 -1.9591 3.4463 0.180 -0.092 0.058
O -1.3018 -1.6349 -1.7263 0.304 0.122 0.359
O -0.5533 -3.8863 4.1853 0.123 -0.035 0.069
O -0.9025 -3.5292 -2.7869 0.030 0.107 -0.014
O 0.6089 -7.6653 1.5047 0.175 0.031 -0.037
O 0.1777 -7.5949 -0.6051 0.171 0.021 -0.029
O -0.6996 -1.6232 0.9091 0.199 -0.457 0.417
N -0.2230 -3.1363 3.2910 -0.410 0.097 -0.446
N 0.3129 -7.0753 0.4837 -0.511 -0.018 0.083
N -4.3086 6.6059 -3.7535 0.002 -0.008 -0.003
N -7.6164 4.3456 -2.8655 -0.003 -0.012 0.027
N -3.3359 -2.4438 0.5713 -0.281 0.055 -0.002
N -3.7286 -4.5379 -0.3996 -0.059 -0.036 -0.024
N -2.2200 0.4248 1.4351 0.119 -0.023 -0.060
N -1.7572 2.8087 1.1842 0.014 0.170 -0.124
C -1.3477 2.8215 4.2509 -0.006 0.056 0.015
C 4.2495 3.7362 0.2170 0.008 0.006 0.057
C 2.5472 -0.5869 1.1062 -0.052 -0.434 0.341
C -0.3919 2.7676 1.8932 0.053 0.074 -0.017
C 3.5472 1.9251 -3.8636 0.018 -0.010 0.005
C -3.7884 1.6092 -1.8134 0.018 -0.026 -0.100
C 2.6547 4.5882 -1.3680 0.068 -0.013 0.037
C -3.2563 -0.3712 1.9607 -0.066 -0.006 -0.037
C -5.2282 3.4126 -2.5335 -0.002 -0.039 0.036
C 3.8371 0.7837 -1.7694 -0.009 -0.005 -0.043
C -0.2555 -4.9119 -0.5506 0.064 0.098 0.056
C 1.8191 0.4742 -3.0364 0.077 0.087 0.043
C -3.3447 -1.8403 1.8141 0.053 -0.111 -0.115
C 3.3143 2.8175 0.6726 -0.017 0.042 0.102
C 4.8020 -4.7430 -1.5053 -0.015 -0.019 0.024
C -0.4724 -2.8902 0.7874 -0.116 0.087 -0.119
C 4.3175 1.6479 -2.7384 -0.018 -0.005 -0.041
C 3.1111 -2.5583 -1.0627 -0.008 -0.099 0.366
C -3.5845 -3.7122 0.6721 0.039 0.005 0.048
C 2.3029 1.3349 -4.0162 -0.012 -0.017 0.024
C -2.8347 3.6681 -2.6567 0.044 -0.013 -0.005
C 3.9213 4.6195 -0.7998 -0.011 0.038 -0.007
C -2.6765 2.3911 -2.1347 -0.050 -0.009 -0.024
C 3.0708 -3.6790 -0.2315 -0.043 0.085 0.069
C -2.2567 1.6843 2.0872 0.016 -0.063 0.245
C -4.1037 4.1930 -2.8536 -0.014 0.020 -0.005
C 4.0132 -2.5501 -2.1207 -0.155 0.013 -0.075
C -6.5541 3.9348 -2.7164 0.005 0.028 -0.048
C -1.0354 1.9880 3.0581 -0.029 -0.113 -0.082
C -3.5381 -2.6729 2.8648 0.007 -0.015 -0.011
C -0.9045 -2.8921 -1.7606 -0.075 -0.268 0.094
C -0.9486 4.0882 4.3597 0.006 -0.026 -0.008
C 3.9092 -4.7608 -0.4421 0.034 -0.028 -0.036
C 4.8483 -3.6391 -2.3404 0.010 0.001 -0.019
C -5.0666 2.1342 -2.0239 0.018 0.003 -0.022
C 2.5793 0.2038 -1.9031 -0.038 -0.026 -0.065
C -4.2382 5.5286 -3.3594 -0.018 0.010 0.003
C 2.0480 2.7830 0.1035 -0.130 0.042 -0.229
C 0.0235 -5.6392 0.5898 0.164 -0.083 -0.048
C 0.0286 -5.0506 1.8365 0.064 0.028 0.009
C -4.2256 0.2773 2.6178 0.028 -0.071 -0.013
C -0.5141 -3.5545 -0.4639 -0.006 -0.074 -0.106
C -0.1346 4.7274 3.3224 0.018 0.000 -0.028
C -0.1989 -3.6954 1.9209 0.123 0.028 0.432
C 1.7172 3.6708 -0.9194 0.033 -0.091 -0.059
C 1.6675 0.3664 1.9379 0.380 0.204 0.041
C 0.1532 4.1271 2.1652 -0.021 -0.013 0.137
H 5.2368 3.7616 0.6602 -0.002 -0.005 0.003
H 4.4548 0.5493 -0.9132 0.040 -0.002 0.089
H 2.2604 0.9066 2.6777 -0.026 -0.034 0.036
H -1.9166 2.3475 5.0407 0.002 0.006 0.001
H 4.6544 5.3342 -1.1507 -0.001 -0.002 -0.006
H 2.4002 5.2736 -2.1656 -0.012 -0.004 -0.009
H 5.5380 -3.6233 -3.1747 -0.007 0.021 -0.006
H 0.8437 0.0172 -3.1516 -0.019 -0.027 -0.043
H -2.2540 3.6870 1.3426 0.009 -0.001 -0.006
H 3.8635 -5.6188 0.2171 -0.011 0.010 0.004
H 4.0565 -1.7085 -2.7968 0.020 0.075 -0.015
H 0.7381 3.6242 -1.3814 0.060 0.021 0.024
H 3.9265 2.5937 -4.6261 -0.004 0.011 0.004
H 2.3804 -3.7084 0.6041 -0.082 -0.024 0.025
H 1.7059 1.5402 -4.8955 -0.007 -0.002 0.006
H 2.5410 -1.5447 1.6368 0.082 0.005 -0.042
H 3.5956 -0.2884 1.0779 -0.074 0.184 -0.237
H -1.1883 4.6616 5.2451 -0.004 -0.004 0.001
H -3.4960 -4.1570 -1.3031 0.032 0.015 0.008
H 3.5810 2.1361 1.4716 0.004 0.033 -0.041
H -5.9379 1.5425 -1.7767 -0.001 -0.001 -0.008
H 0.9126 -0.2187 2.4556 -0.081 0.041 -0.049
H -3.5415 -2.4316 3.9143 0.005 -0.012 0.002
H -1.7642 2.5630 0.1750 -0.013 0.012 -0.004
H -5.1255 -0.1567 3.0175 0.002 0.012 0.023
H -1.9663 4.2618 -2.9131 0.000 0.006 0.000
H 0.2089 -5.6338 2.7265 -0.005 -0.002 0.013
H 5.2955 2.0983 -2.6219 -0.010 0.004 -0.014
H 5.4536 -5.5885 -1.6835 -0.001 0.003 0.003
H -3.6152 -5.5285 -0.2813 0.024 -0.001 -0.008
H 0.2574 5.7170 3.5217 -0.002 0.002 -0.008
H -0.2785 -5.3844 -1.5217 -0.003 -0.020 -0.006
H -0.5469 1.0572 3.3485 -0.044 0.004 -0.003
H 0.7838 4.5990 1.4230 -0.031 0.005 0.016
```
Positions in Å, forces in eV/Å.


2.
Here is a molecular structure, C47H34BiBrF5I2N6O5S from the Open Molecules 2025 dataset. Energies are from the ωB97M-V functional and the def2-TZVPD basis.

* total charge: -1
* molecular weight: 1432.6 g mol⁻¹
* spin multiplicity: 1
* maximum force: 1.40 eV/Å
* E_tot: -184980.566 eV

```
102
Properties=species:S:1:pos:R:3:forces:R:3
Bi 0.4861 -0.4778 0.1795 0.061 -0.859 0.495
I -4.4529 -2.4231 0.4898 0.077 -0.196 0.177
I -1.9467 -6.9918 3.5082 0.017 0.357 -0.204
Br 2.1222 -3.2221 -6.0818 0.031 -0.014 0.010
S 1.5232 1.9525 0.3796 0.453 0.835 0.123
F 6.3332 -1.1107 4.6868 -0.076 0.045 -0.144
F 7.3618 -0.6958 2.1679 -0.251 -0.013 0.064
F 3.6138 -1.2880 4.9955 0.128 0.050 -0.273
F 5.7337 -0.4851 0.0369 -0.131 -0.037 0.257
F 1.9657 -1.1024 2.8981 0.164 0.122 -0.189
O -1.4764 -1.8771 -0.0253 0.574 0.456 -0.257
O -1.4961 2.3004 -0.1717 -0.227 0.046 0.496
O 3.0244 -0.7176 0.3165 -0.663 -0.152 -0.558
O -0.7061 -0.9610 -3.2255 -0.303 0.004 -0.182
O -0.7425 0.0595 2.1268 0.130 -0.019 -0.050
N -2.0083 2.1399 -2.3916 -0.163 0.250 -0.439
N 0.8657 3.9268 2.0159 -0.032 0.010 0.087
N 0.4267 1.9051 2.8643 -0.040 0.214 0.650
N 1.5025 -1.6862 -1.7698 -0.148 -0.039 0.274
N 0.8360 -3.0557 0.8716 0.328 0.304 -0.157
N -0.7546 0.5336 -1.4779 0.124 -0.115 0.532
C 0.5314 4.4507 3.3252 -0.174 0.088 0.433
C -0.1779 0.7568 3.0151 -0.235 0.214 -0.299
C -0.5741 -1.0319 4.6713 0.004 0.112 -0.081
C 2.4102 -1.1214 -2.5424 0.334 0.064 -0.460
C -3.2779 0.6024 -3.7987 -0.063 0.001 -0.051
C 0.4433 3.0168 -5.7335 0.086 0.085 -0.112
C 6.0268 -0.7792 2.3433 -0.022 -0.018 0.166
C -3.9716 1.1616 -4.8649 0.031 -0.010 0.113
C -0.3460 -3.5569 1.2441 -0.355 -0.673 0.428
C -0.2323 0.7247 6.7859 0.010 0.024 0.142
C -2.8428 -4.5495 1.9698 0.157 -0.468 0.301
C -5.1292 -0.8641 -3.3762 -0.024 -0.002 0.119
C 1.2105 4.8506 0.9624 0.035 0.198 -0.429
C -1.4367 1.7083 -1.2227 0.067 0.330 -0.232
C 0.7829 -5.3978 2.3171 0.228 0.010 0.062
C -1.0011 0.6582 -5.6884 0.035 0.057 -0.057
C 5.1809 -0.6675 1.2608 -0.165 0.021 -0.231
C -0.9679 4.5962 3.5746 0.249 -0.011 -0.073
C 0.8174 2.5980 1.8188 0.499 -0.166 -0.462
C -0.4339 -4.7508 2.0197 0.145 0.329 -0.327
C -5.8068 -0.3229 -4.4555 -0.112 -0.043 -0.035
C -0.3437 2.7136 -4.6351 -0.169 -0.095 0.072
C -1.7093 -5.2140 2.3706 -0.494 -0.572 0.419
C -1.5243 -2.8676 0.7711 -0.565 -0.377 0.076
C -2.7403 -3.4115 1.1943 -0.256 0.594 -0.410
C 1.9736 -4.8633 1.9057 -0.275 -0.121 0.036
C 1.9072 -2.6305 -4.2966 0.011 -0.070 0.132
C 1.0075 -3.2720 -3.4671 0.183 0.082 0.006
C -1.0553 0.0717 -2.6973 -0.248 0.097 -0.409
C 4.1361 -1.0757 3.7712 0.262 0.005 0.158
C 0.5019 2.1507 -6.8116 0.093 0.105 -0.037
C 3.3007 -0.9613 2.6787 -0.060 -0.034 -0.297
C 0.8206 -2.7282 -2.2066 0.075 -0.532 -0.334
C -3.8684 -0.4017 -3.0425 0.025 0.077 -0.106
C -0.4987 -0.6135 7.0279 0.026 -0.020 0.092
C -0.6737 -1.4920 5.9700 0.003 -0.083 0.103
C -0.2856 0.3052 4.4225 -0.091 -0.346 0.331
C -1.0875 1.5422 -4.6172 0.061 0.174 -0.177
C -0.1195 1.1835 5.4877 -0.029 -0.051 -0.131
C -0.0143 5.2506 0.1443 0.197 -0.051 0.085
C 2.6496 -1.5551 -3.8369 -0.086 0.011 -0.018
C 3.7586 -0.7643 1.3448 0.971 -0.003 1.004
C -1.9167 1.1376 -3.4235 0.117 -0.081 0.045
C -0.2087 0.9621 -6.7783 -0.057 -0.066 -0.028
C 5.5136 -0.9863 3.6192 -0.109 -0.018 0.013
C 1.9495 -3.6567 1.1909 0.218 -0.071 -0.075
C -5.2301 0.6955 -5.1957 -0.113 0.068 -0.038
H 0.7582 -6.3273 2.8671 0.015 -0.047 0.048
H 2.9677 -0.3103 -2.0986 0.091 0.139 -0.006
H -6.7886 -0.6899 -4.7154 -0.099 -0.041 -0.029
H 1.0143 3.9342 -5.7436 0.037 0.079 -0.018
H 1.9393 4.3617 0.3144 0.002 0.154 0.068
H -3.3433 -0.8191 -2.1957 0.052 -0.144 0.122
H -0.5571 -0.9729 8.0453 -0.058 -0.040 0.082
H -3.5186 1.9622 -5.4324 0.036 0.012 -0.106
H -3.8164 -4.9264 2.2403 -0.094 -0.028 0.041
H 3.3756 -1.0651 -4.4675 0.014 0.040 0.013
H 0.9510 3.7568 4.0586 0.002 0.203 -0.051
H -0.3869 3.3843 -3.7891 0.000 0.024 0.062
H 0.0946 -3.1369 -1.5229 -0.183 -0.062 -0.032
H 0.2872 5.8156 -0.7344 0.014 0.116 -0.113
H -5.7616 1.1354 -6.0272 -0.064 0.011 -0.075
H -2.7477 2.8226 -2.3797 -0.002 -0.077 0.143
H -0.7056 -1.6880 3.8241 -0.049 -0.132 -0.037
H -0.1471 0.2690 -7.6040 0.002 -0.063 -0.098
H 1.0277 5.4191 3.4387 -0.007 -0.081 -0.078
H -1.1434 4.8829 4.6101 -0.057 0.049 0.084
H 0.4353 -4.1241 -3.7974 -0.051 -0.017 -0.016
H -5.5809 -1.6419 -2.7787 -0.042 -0.110 0.028
H 2.8568 -3.1786 0.8515 0.151 0.044 -0.032
H -1.3943 5.3539 2.9231 -0.117 0.079 -0.048
H 0.0874 2.2223 5.2879 0.026 0.071 -0.036
H 1.6810 5.7283 1.4147 0.011 -0.097 0.007
H -1.4664 3.6506 3.3820 -0.074 -0.078 0.005
H 2.9090 -5.3669 2.1043 0.036 0.061 0.049
H 1.0952 2.4015 -7.6785 0.114 0.008 -0.053
H -0.5388 4.3506 -0.1672 -0.069 -0.023 -0.071
H -0.6915 5.8600 0.7380 -0.114 0.088 0.021
H -0.8843 -2.5342 6.1657 -0.001 -0.066 -0.029
H -1.5563 -0.2666 -5.6564 -0.018 -0.081 -0.007
H -0.1110 1.4130 7.6127 0.019 -0.003 0.022
```
Positions in Å, forces in eV/Å.


3.
Here is a molecular structure, C47H34Br3N8O7STi from the Open Molecules 2025 dataset. Energies are from the ωB97M-V functional and the def2-TZVPD basis.

* total charge: +1
* molecular weight: 1142.5 g mol⁻¹
* spin multiplicity: 1
* maximum force: 0.45 eV/Å
* E_tot: -319618.253 eV

```
101
Properties=species:S:1:pos:R:3:forces:R:3
Br -6.4633 -0.6160 -3.3887 0.006 0.000 0.005
Br 0.2748 6.2549 1.4134 -0.013 0.014 -0.016
Br -0.5707 -5.3218 -3.9251 0.003 0.013 0.002
Ti -0.6204 0.7866 0.2669 0.206 -0.264 -0.305
S 1.4965 -3.6605 4.8033 -0.142 -0.022 -0.005
O 0.7841 -4.6029 3.9278 0.043 0.026 0.012
O 4.1727 -5.1157 1.8791 0.032 -0.022 0.060
O 0.5107 2.0179 1.1219 0.164 0.068 -0.022
O -0.3886 3.3394 2.6773 0.072 -0.015 0.010
O 5.1506 -3.6406 0.6558 0.038 0.050 0.067
O 2.8426 -3.3663 4.3453 0.064 -0.006 0.002
O 1.3152 -3.9056 6.2087 0.065 0.001 -0.002
N -1.5071 0.7940 2.3277 -0.004 0.013 0.065
N -0.2516 -1.1821 -1.8429 0.001 0.024 0.031
N -0.7388 -1.4085 0.7996 -0.092 0.040 0.061
N -0.1800 1.7522 -1.6076 0.034 0.078 -0.033
N 4.1896 -4.0847 1.2649 -0.055 -0.064 -0.159
N -1.8647 2.5209 0.2416 -0.055 0.068 0.143
N -2.6069 0.0050 -0.8376 -0.023 0.028 -0.079
N 1.4478 -0.0793 0.1803 -0.025 -0.054 0.120
C 0.8082 -3.0913 -2.8326 -0.005 -0.001 0.003
C 1.8436 5.2424 1.6844 -0.015 0.020 0.008
C -1.8467 -2.0924 1.0432 -0.061 -0.018 -0.026
C -0.7895 -2.1591 4.4538 0.024 0.014 -0.050
C -2.6361 -0.8754 -1.8604 -0.009 -0.004 0.006
C 4.2349 5.1960 1.8840 -0.006 -0.003 0.000
C -4.9545 0.4203 -1.2144 -0.004 0.000 0.005
C -2.9877 4.4611 0.5833 0.001 -0.020 0.021
C -0.1442 0.8544 -3.9421 0.041 -0.034 0.009
C -1.4876 1.1455 -4.1327 -0.008 0.025 -0.005
C 0.5707 0.0221 3.4059 -0.031 -0.021 0.015
C 0.4351 -2.0779 0.9133 0.039 0.007 0.033
C 0.5160 3.0877 1.9152 -0.098 0.103 0.030
C -2.6959 3.1859 1.0687 -0.052 -0.008 -0.031
C 2.9199 -3.3320 1.1583 -0.024 0.021 0.009
C -0.1537 -0.4057 -6.0033 -0.007 0.001 -0.009
C -3.7719 0.5966 -0.5282 0.010 -0.009 -0.025
C 1.8010 -4.0277 1.4252 -0.016 0.014 0.005
C 4.0047 -1.1391 0.4295 0.000 0.017 -0.010
C 0.8352 -1.8671 -2.1915 0.019 -0.028 -0.013
C 2.8938 -1.9497 0.7356 -0.055 -0.006 -0.029
C -1.8650 -3.4441 1.3865 0.008 0.005 -0.004
C 0.6021 -2.1432 4.4449 -0.064 -0.074 0.022
C 1.7923 3.8634 1.8466 0.018 -0.102 0.017
C 2.9827 3.1610 2.0338 -0.011 0.029 -0.010
C 2.5103 0.6471 -0.1257 -0.022 -0.007 -0.005
C -2.1622 0.6637 -5.2503 -0.009 0.003 0.003
C 3.0616 5.9062 1.6886 -0.013 0.001 -0.004
C -0.6778 -4.1126 1.5365 0.022 0.003 0.003
C -1.5747 -2.9265 -2.7933 0.040 0.009 0.005
C -0.6736 2.9548 -1.7299 -0.027 0.046 0.081
C 1.6300 -1.3493 0.6115 0.020 -0.028 0.028
C -2.2635 4.6121 -0.5912 -0.022 -0.013 -0.061
C -1.5021 -0.1174 -6.1836 0.010 0.001 0.001
C -4.9391 -0.4018 -2.3266 -0.012 0.002 -0.011
C 0.5169 0.0802 -4.8940 -0.019 -0.023 0.007
C -0.4319 -3.6374 -3.1153 -0.024 -0.004 -0.006
C 4.1983 3.8202 2.0645 0.006 -0.005 0.001
C 3.8032 0.1470 -0.0118 0.027 -0.017 0.001
C -3.7696 -1.0646 -2.6412 0.024 0.002 0.028
C -0.8027 -0.0877 3.2478 -0.005 0.041 -0.006
C 0.5152 -3.4141 1.2882 0.001 0.029 -0.018
C -1.4331 -1.6859 -2.1792 -0.028 0.006 -0.006
C -1.5792 3.4095 -0.7782 0.019 0.011 0.024
C 1.2709 -1.0186 4.0019 0.033 0.040 0.011
C 0.6499 1.3460 -2.7472 -0.009 -0.025 -0.014
C -1.4918 -1.1331 3.8496 -0.011 -0.004 -0.009
H -2.0269 -0.4911 -7.0526 -0.001 -0.002 0.000
H 2.3519 -1.0029 4.0633 0.001 0.009 -0.001
H 1.2647 2.2008 -3.0499 -0.021 0.019 0.006
H -2.5748 -1.1788 3.7848 -0.007 0.003 0.002
H 2.3283 1.6653 -0.4413 -0.005 -0.002 0.005
H 1.1091 0.8663 3.0080 0.017 0.008 0.003
H -1.3604 1.7769 2.6037 0.001 -0.019 -0.033
H 1.3381 0.5677 -2.4379 0.021 0.038 -0.008
H -3.7644 1.2719 0.3093 0.003 0.007 0.005
H 4.6411 0.7830 -0.2602 0.000 0.005 -0.003
H 1.7246 -3.6035 -3.0883 0.004 0.001 0.004
H 1.5685 -0.1510 -4.7598 0.003 0.004 -0.001
H -3.6336 5.1814 1.0564 -0.004 0.001 0.003
H -3.0828 2.7557 1.9799 0.006 0.008 0.005
H -2.5476 -3.3475 -2.9953 -0.001 -0.013 -0.005
H -1.3057 -3.0164 4.8667 -0.004 -0.002 0.004
H -3.7224 -1.7017 -3.5103 -0.021 -0.004 -0.009
H -2.2181 5.4762 -1.2342 -0.002 0.002 -0.007
H -2.5030 0.5937 2.3693 0.013 -0.001 0.045
H -3.2090 0.9059 -5.3883 0.001 -0.001 0.000
H 0.3741 -1.0076 -6.7314 0.003 -0.001 -0.001
H -0.3805 3.5841 -2.5678 -0.039 -0.008 -0.015
H 1.7939 -1.4228 -1.9472 -0.008 -0.009 -0.017
H 5.1110 3.2670 2.2398 0.002 -0.002 0.000
H 3.0832 6.9773 1.5461 0.000 0.003 0.002
H -2.8138 -3.9263 1.5729 -0.004 -0.002 0.007
H -0.6310 -5.1409 1.8661 -0.008 -0.005 0.008
H 5.0010 -1.5353 0.5295 0.005 -0.003 0.007
H -5.8479 0.9388 -0.8990 0.001 0.003 0.002
H -2.0323 1.7435 -3.4116 -0.006 -0.015 -0.001
H 2.9443 2.0897 2.1887 0.007 -0.007 -0.003
H 5.1793 5.7229 1.9013 0.002 0.001 0.002
H -2.7801 -1.5505 0.9775 0.010 0.006 0.004
H 1.8662 -5.0479 1.7720 0.015 0.004 0.009
```
Positions in Å, forces in eV/Å.


Q: The lowest molecular weight belongs to which entry?
A: C47H34Br3N8O7STi